Entry from OMol25: a molecular structure, C63H38N9O2S3Tl (the ωB97M-V functional and the def2-TZVPD basis).

Its energy relative to the best compared isomer or geometry (same formula, charge and spin) is 0.0000 eV. The value obtained for the frontier orbital gap is 5.7 eV. The calculation puts the HOMO energy at -6.8 eV. For the LUMO energy, the calculation gives -1.0878 eV.

Cartesian coordinates (Å):
Tl: 0.442 -0.113 0.252
C: -2.039 -4.881 5.930
C: -0.705 -4.517 6.057
C: -0.134 -3.638 5.149
C: -0.891 -3.111 4.105
C: -2.229 -3.478 3.983
C: -2.798 -4.359 4.891
C: -0.275 -2.158 3.138
C: 0.740 -2.649 2.305
C: 1.150 -4.036 2.244
C: 2.103 -4.118 1.290
C: 2.279 -2.782 0.764
C: 3.135 -2.454 -0.290
C: 3.910 -3.573 -0.905
C: 3.286 -4.442 -1.796
C: 3.992 -5.491 -2.368
C: 5.330 -5.682 -2.054
C: 5.959 -4.820 -1.167
C: 5.252 -3.771 -0.596
C: 3.327 -1.174 -0.827
N: 2.641 -0.046 -0.474
C: 3.156 0.986 -1.202
C: 2.721 2.318 -1.153
C: 3.348 3.287 -2.098
C: 2.593 3.819 -3.140
C: 3.154 4.721 -4.032
C: 4.480 5.105 -3.889
C: 5.239 4.583 -2.851
C: 4.677 3.679 -1.961
C: 1.741 2.815 -0.294
C: 1.436 4.216 -0.123
C: 0.527 4.305 0.874
C: 0.248 2.958 1.315
N: 1.002 2.083 0.593
C: -0.623 2.630 2.357
C: -0.850 1.342 2.849
C: -1.697 1.028 3.974
C: -1.617 -0.309 4.174
C: -0.720 -0.835 3.175
N: -0.300 0.188 2.370
C: -1.333 3.758 3.033
C: -2.334 4.468 2.376
C: -2.994 5.511 3.011
C: -2.658 5.860 4.311
C: -1.655 5.165 4.970
C: -0.997 4.122 4.335
C: 4.204 0.492 -2.057
C: 4.307 -0.842 -1.829
N: 1.461 -1.917 1.421
H: -2.485 -5.567 6.638
H: -0.110 -4.916 6.869
H: 0.906 -3.352 5.250
H: -2.825 -3.072 3.174
H: -3.839 -4.636 4.782
H: 0.750 -4.835 2.847
H: 2.643 -4.995 0.969
H: 2.239 -4.293 -2.032
H: 3.494 -6.160 -3.058
H: 5.880 -6.503 -2.496
H: 7.001 -4.965 -0.914
H: 5.739 -3.100 0.101
H: 1.557 3.518 -3.245
H: 2.554 5.126 -4.838
H: 4.920 5.809 -4.582
H: 6.271 4.885 -2.730
H: 5.265 3.276 -1.145
H: 1.900 5.024 -0.665
H: 0.104 5.199 1.301
H: -2.260 1.741 4.554
H: -2.095 -0.888 4.946
H: -2.592 4.200 1.359
H: -3.775 6.050 2.488
H: -3.175 6.670 4.808
H: -1.378 5.436 5.981
H: -0.211 3.580 4.848
H: 4.787 1.088 -2.740
H: 4.995 -1.537 -2.282
S: -3.170 4.796 -5.209
N: -1.891 3.824 -5.387
C: -1.771 3.148 -4.257
C: -0.751 2.159 -3.969
C: 0.189 1.738 -4.909
C: 1.108 0.780 -4.545
C: 1.084 0.301 -3.236
N: 0.208 0.708 -2.334
C: -0.724 1.594 -2.688
C: -1.776 1.905 -1.693
N: -1.750 1.242 -0.527
C: -2.751 1.412 0.320
C: -3.821 2.274 0.080
C: -3.837 2.991 -1.090
C: -2.801 2.803 -2.006
C: -2.766 3.467 -3.296
N: -3.625 4.381 -3.715
H: 0.176 2.163 -5.904
H: 1.848 0.410 -5.240
H: 1.809 -0.435 -2.906
H: -2.715 0.820 1.224
H: -4.619 2.347 0.805
H: -4.642 3.675 -1.327
O: -5.032 -0.817 0.091
S: -4.277 -1.962 0.516
O: -4.582 -2.538 1.795
N: -2.667 -1.616 0.409
C: -2.099 -2.295 -0.535
S: -0.485 -2.140 -1.052
C: -2.988 -3.282 -1.238
C: -2.681 -4.186 -2.239
C: -3.696 -5.012 -2.707
C: -4.984 -4.932 -2.185
C: -5.294 -4.019 -1.183
C: -4.272 -3.210 -0.735
H: -1.678 -4.246 -2.640
H: -3.483 -5.731 -3.487
H: -5.755 -5.591 -2.564
H: -6.291 -3.951 -0.771

=====

Entry from OMol25: a molecular structure, C18H16FNO2S in a non-equilibrium geometry (the ωB97M-V functional and the def2-TZVPD basis).

The value obtained for the frontier orbital gap is 6.6 eV. The calculation puts the HOMO energy at -9.3 eV. For the LUMO energy, the calculation gives -2.6371 eV.

Cartesian coordinates (Å):
C: -2.688 -1.783 -3.554
C: -3.516 -2.365 -2.578
C: -2.978 -2.783 -1.348
C: -1.612 -2.636 -1.087
S: -0.926 -3.403 0.410
C: -1.135 -2.172 1.608
C: -0.665 -2.211 2.927
C: -0.902 -0.954 3.594
C: -0.592 -0.708 4.915
C: 0.024 -1.738 5.646
C: 0.300 -2.980 5.041
C: -0.005 -3.226 3.703
O: -1.731 -4.568 0.709
O: 0.439 -3.649 0.001
C: -0.796 -1.971 -2.020
C: -1.332 -1.557 -3.254
H: -3.092 -1.511 -4.540
H: -4.588 -2.503 -2.767
H: -3.625 -3.197 -0.570
H: -1.078 -0.858 1.173
H: -1.317 -0.157 2.989
H: -0.842 0.261 5.372
H: 0.269 -1.587 6.694
H: 0.751 -3.788 5.625
H: 0.231 -4.167 3.203
H: 0.244 -1.734 -1.778
H: -0.687 -1.050 -3.984
F: -0.567 0.123 1.149
N: -4.400 2.217 -0.288
C: -5.589 1.771 0.074
C: -6.714 2.618 -0.008
C: -6.521 3.943 -0.425
C: -5.220 4.406 -0.663
C: -4.156 3.489 -0.555
H: -5.680 0.737 0.432
H: -7.692 2.225 0.251
H: -7.370 4.617 -0.559
H: -4.985 5.436 -0.920
H: -3.112 3.794 -0.689